This record from the OMol25 dataset describes one molecule with the formula C5H5F in a non-equilibrium geometry. The level of theory is ωB97M-V/def2-TZVPD.

Atoms and positions in Å:
C: 2.0201 -1.2443 -0.0117
C: 1.1201 -0.4267 0.0058
C: 0.0551 0.5500 -0.0037
F: 0.5012 1.8241 0.0030
C: -1.2513 0.3000 -0.0057
C: -1.8534 -1.0659 -0.0008
H: 2.8365 -2.0106 0.0428
H: -1.9008 1.1786 -0.0049
H: -1.0944 -1.8861 0.0118
H: -2.4637 -1.1695 0.9162
H: -2.4319 -1.2079 -0.8958

Values from the calculation:
SMILES   C#C/C(F)=C\C
Net charge   0
Relative energy (zero: lowest compared OMol25 entry of this formula, charge and spin)   32.0 kcal per mole
HOMO-LUMO gap   10.252 eV